{
  "formula": "C43H58BClGeN6O4PTc",
  "method": "the ωB97M-V functional and the def2-TZVPD basis",
  "symbols": ["Tc", "Ge", "Cl", "P", "O", "O", "O", "O", "N", "N", "N", "N", "N", "N", "C", "C", "C", "C", "C", "C", "C", "C", "C", "C", "C", "C", "C", "C", "C", "C", "C", "C", "C", "C", "C", "C", "C", "C", "C", "C", "C", "C", "C", "C", "C", "C", "C", "C", "C", "C", "C", "C", "C", "C", "C", "C", "C", "B", "H", "H", "H", "H", "H", "H", "H", "H", "H", "H", "H", "H", "H", "H", "H", "H", "H", "H", "H", "H", "H", "H", "H", "H", "H", "H", "H", "H", "H", "H", "H", "H", "H", "H", "H", "H", "H", "H", "H", "H", "H", "H", "H", "H", "H", "H", "H", "H", "H", "H", "H", "H", "H", "H", "H", "H", "H", "H"],
  "positions_angstrom": [[-0.57992, -0.52510, -0.36931], [2.24100, 1.91004, 0.51395], [0.12580, 0.99218, -2.61304], [-3.18730, -0.46524, -0.62323], [0.85953, 2.11923, -2.19327], [-0.12433, 0.97759, -3.99155], [0.75520, -0.27188, -2.14224], [-1.17702, 0.91963, -1.84930], [-1.34986, -2.41261, -1.64595], [-0.33301, -3.20113, 1.11432], [0.52583, -2.34234, 0.47457], [-1.92550, -3.35364, -0.81058], [-1.50947, -0.49783, 1.55014], [-2.20773, -1.56072, 1.96175], [3.57451, 2.05162, -0.88587], [2.00413, 5.58483, 2.48974], [-4.77539, -2.34098, 1.07729], [1.65302, -3.65336, 1.93220], [5.76909, 1.48503, -1.72953], [1.75106, -2.66417, 0.92609], [2.30728, -0.13417, 2.64973], [4.16133, -1.94050, 1.30485], [-0.94088, 1.77370, 2.44359], [-0.27723, 2.25727, 3.68631], [-1.50922, 2.85090, 1.57470], [4.19881, 1.33367, 2.55779], [-3.91524, 0.95962, 0.24849], [-2.37222, -4.00620, -2.87366], [-1.08322, -2.15296, -4.12133], [2.95123, 0.95311, 2.05670], [-3.55105, -0.12623, -2.41272], [0.33696, -3.96832, 2.01322], [1.66968, 3.71651, 0.97906], [-2.13385, -2.04233, -5.22342], [-5.42330, 1.12920, 0.04171], [3.02345, -1.50390, -0.94469], [4.77324, 0.66105, 3.62771], [-1.52980, 0.44854, 2.52619], [0.63119, 5.85763, 0.54091], [2.87623, -0.80788, 3.72145], [-2.21954, -0.06047, 3.61919], [0.45189, 0.80006, 0.40613], [2.23922, 4.26355, 2.13260], [0.86979, 4.53819, 0.18302], [-1.61423, -2.80632, -2.88561], [-2.64487, -1.31676, 3.19284], [5.68222, 2.51045, -2.65965], [-4.77770, -0.77507, -3.05566], [3.08629, -2.35874, 0.30091], [-2.54994, -4.31053, -1.56388], [0.13357, -2.95971, -4.59905], [4.72292, 1.26053, -0.84762], [1.19560, 6.38363, 1.69511], [-4.38214, -1.82242, -0.29659], [4.11067, -0.40856, 4.21418], [3.51562, 3.10158, -1.80405], [4.55708, 3.32238, -2.69175], [-1.58521, -3.61437, 0.56782], [-2.52952, 3.02833, 1.93151], [6.49804, 2.68820, -3.34769], [2.71310, -0.48418, -0.73296], [-0.73302, -1.16030, -3.86533], [-3.40013, 1.83558, -0.14289], [-0.15698, -3.96869, -4.89607], [-0.93890, 3.76982, 1.67437], [5.13947, -2.01572, 0.82937], [2.35902, -1.65039, 4.16402], [-0.19039, -4.70824, 2.59235], [3.38094, -3.36217, -0.03527], [0.13261, 1.29885, 1.44155], [-5.26135, -1.33300, -0.72399], [-4.81828, -0.45938, -4.09846], [2.87446, 3.66018, 2.77147], [-5.71699, -0.47174, -2.59655], [0.19543, 1.46588, 4.25803], [0.58141, -2.47010, -5.46345], [-5.70018, 1.12359, -1.01220], [-4.72383, -1.86313, -3.04836], [-4.02095, -2.98007, 1.52301], [5.74072, 0.97079, 4.00007], [4.00786, -1.44558, -1.40901], [-5.99601, 0.36007, 0.55706], [0.41682, 3.06927, 3.47909], [-2.71827, -4.56068, -3.72818], [6.65528, 0.86551, -1.68424], [-2.42062, 0.43392, 4.55444], [4.49667, 4.13800, -3.39985], [-5.73045, 2.09212, 0.44828], [4.17045, -2.58830, 2.18086], [-1.56034, 2.56506, 0.52651], [-3.24024, -2.04686, 3.71787], [-1.09077, 2.69063, 4.28626], [-2.50084, -3.02350, -5.52771], [-4.15968, -2.63395, -0.98501], [1.01290, 7.41422, 1.96853], [2.33448, -1.93186, -1.67200], [4.55964, -0.93272, 5.04742], [4.74269, 2.15569, 2.10438], [-2.67111, -0.39477, -2.98842], [-4.97910, -1.53056, 1.77664], [-2.99080, -1.43882, -4.92224], [-3.68178, 0.87857, 1.31013], [0.89061, -3.03646, -3.81735], [0.00859, 6.47906, -0.08955], [-2.21246, -4.42963, 1.14603], [-1.68919, -1.57500, -6.10135], [-5.69274, -2.91967, 0.96191], [0.41525, 4.15995, -0.72183], [-3.62414, 0.96131, -2.47842], [2.66540, 3.76965, -1.82401], [2.47233, -4.10885, 2.45973], [-3.04330, -5.14008, -1.08363], [1.35603, -0.50145, 2.27462], [4.02417, -0.92059, 1.65523], [4.81520, 0.46578, -0.12019], [2.45858, 5.98911, 3.38470]],
  "atomic_forces_ev_per_a": [[0.1, 0.2, -0.8], [-0.1, -0.2, -0.2], [0.0, 0.0, 0.1], [-0.1, 0.0, -0.2], [-0.1, 0.1, 0.0], [0.0, 0.0, 0.0], [-0.1, 0.0, 0.0], [0.1, 0.1, 0.1], [-0.1, -0.1, 0.4], [0.3, -0.2, 0.1], [0.1, 0.1, 0.1], [0.1, -0.2, -0.2], [-0.1, -0.1, -0.1], [0.1, 0.1, -0.1], [0.1, 0.0, 0.0], [0.0, 0.0, 0.0], [-0.1, 0.0, 0.0], [0.0, 0.0, 0.0], [0.0, 0.0, 0.0], [0.0, -0.1, -0.1], [-0.5, 0.3, 0.4], [0.3, 0.0, -0.2], [-0.3, 0.1, 0.3], [0.1, -0.1, -0.2], [0.1, -0.1, 0.0], [0.0, 0.1, 0.0], [0.0, 0.0, 0.0], [0.0, 0.0, 0.0], [0.1, 0.0, 0.1], [-0.1, 0.2, 0.2], [0.0, 0.1, 0.0], [0.0, 0.1, 0.0], [0.0, 0.0, 0.1], [0.0, 0.0, 0.0], [0.0, 0.0, 0.0], [0.0, 0.0, 0.0], [0.0, 0.0, 0.0], [0.4, -0.1, -0.2], [0.0, 0.0, 0.0], [-0.1, 0.3, 0.3], [0.0, 0.0, 0.1], [-0.1, 0.3, 0.8], [0.0, 0.0, 0.0], [0.1, 0.0, 0.0], [0.0, -0.1, -0.1], [0.0, 0.0, 0.1], [0.0, 0.0, 0.0], [0.0, 0.0, 0.0], [0.0, -0.1, 0.0], [0.1, 0.0, 0.0], [0.0, 0.0, 0.0], [0.0, 0.0, 0.0], [0.0, 0.0, 0.0], [0.0, 0.0, 0.0], [-0.1, 0.0, 0.1], [0.0, 0.0, 0.0], [0.0, 0.0, 0.0], [-0.3, 0.3, 0.2], [0.0, 0.0, 0.0], [0.0, 0.0, 0.0], [0.0, 0.0, 0.0], [-0.1, 0.0, 0.0], [0.1, 0.0, 0.0], [0.0, 0.0, 0.0], [0.0, 0.0, 0.0], [0.0, -0.1, -0.1], [0.0, 0.0, 0.0], [0.0, 0.0, 0.0], [0.0, 0.0, 0.0], [0.0, -0.2, -0.1], [0.0, 0.0, 0.0], [0.0, 0.0, 0.0], [0.0, 0.0, 0.0], [0.0, 0.0, 0.0], [0.0, -0.1, 0.0], [0.0, 0.0, 0.0], [0.0, 0.0, 0.0], [0.0, 0.0, 0.0], [-0.1, 0.0, -0.1], [0.0, 0.0, 0.0], [0.0, 0.0, 0.0], [0.0, 0.0, 0.0], [0.0, 0.0, 0.0], [0.0, 0.0, 0.0], [0.0, 0.0, 0.0], [0.0, 0.0, 0.0], [0.0, 0.0, 0.0], [0.0, 0.0, 0.0], [0.0, 0.0, -0.1], [-0.1, 0.0, 0.0], [0.0, 0.0, 0.0], [0.0, 0.0, 0.0], [0.0, 0.0, 0.0], [0.0, 0.1, 0.0], [0.0, 0.0, 0.0], [0.0, 0.0, 0.0], [0.0, 0.0, 0.0], [0.0, 0.0, 0.0], [0.0, 0.0, 0.0], [0.0, 0.0, 0.0], [0.1, -0.1, 0.0], [0.0, 0.0, 0.0], [0.0, 0.0, 0.0], [0.0, 0.0, 0.0], [0.0, 0.0, 0.0], [0.0, 0.0, 0.0], [0.0, 0.0, 0.0], [0.0, -0.1, -0.1], [0.0, 0.0, 0.0], [0.0, 0.0, 0.0], [0.0, 0.0, 0.0], [0.0, 0.0, 0.0], [0.0, 0.1, 0.0], [0.4, -0.5, -0.4], [0.0, 0.0, 0.1], [0.0, 0.0, 0.0]],
  "mulliken_charge": [-0.48, 1.61, 1.48, 1.28, -0.34, -0.62, -0.68, -0.89, 0.90, 0.56, 0.17, 0.62, 1.72, -0.24, 1.15, -0.59, -1.84, -1.58, -0.99, -0.51, 0.02, -2.00, 1.34, -1.72, -1.39, 0.05, -0.16, -1.01, 2.10, 0.87, 0.59, -0.63, 0.92, -1.44, -1.56, -1.81, -1.14, -0.70, -0.80, -0.97, -0.55, 2.22, -0.69, -0.36, -0.03, -1.36, -0.80, -1.88, 1.66, -0.85, -1.70, 0.23, -0.84, -1.07, -0.85, -0.46, -0.87, -0.44, 0.58, 0.42, 0.10, -1.13, 0.48, 0.42, 0.42, 0.43, 0.55, 0.68, 0.64, -1.86, 0.99, 0.54, 0.37, 0.40, 0.30, 0.48, 0.32, 0.30, 0.19, 0.50, 0.69, 0.33, 0.28, 0.58, 0.48, 0.68, 0.47, 0.47, 0.49, -0.04, 0.61, 0.60, 0.40, 0.33, 0.44, -0.26, 0.45, 0.45, -0.35, 0.41, 0.10, 0.25, 0.25, 0.48, 0.01, 0.44, 0.50, 0.39, 0.76, 0.27, 0.60, 0.59, -0.34, 0.56, 0.40, 0.47],
  "energy_ev": -143841.355,
  "lumo_ev": -7.4,
  "e_above_lowest_kcal_mol": 155.4,
  "gap_ev": 6.0438,
  "charge": 2
}